DFT (ωB97M-V/def2-TZVPD) results for an isolated molecule of C4H6BNO in a non-equilibrium geometry.

Positions of all 13 atoms, in Å:
1 N 1.09184 -2.17699 -0.77420
2 B 0.34588 -1.59102 0.24934
3 C -0.34138 -0.83216 1.25759
4 C -0.78647 0.50177 1.10696
5 C -0.64957 1.49709 0.17687
6 C 0.06820 1.62858 -1.05219
7 O 0.64420 0.77422 -1.71201
8 H 0.64016 -2.40747 -1.61595
9 H 2.04427 -1.83260 -0.90181
10 H -0.56450 -1.43779 2.10311
11 H -1.31503 0.73586 2.07474
12 H -1.22116 2.48485 0.48934
13 H 0.04355 2.65566 -1.40181

Its spin multiplicity is 1. As for the HOMO energy: -8.049 eV. As for the max |F|: 3.3 eV Å⁻¹. As for the energy above the lowest of the compared OMol25 structures with the same formula, charge and spin: 59.77 kcal per mole. As for the SMILES: N/B=C\C=C/C=O. As for the HOMO-LUMO gap: 0.3031 Eh.


DFT (ωB97M-V/def2-TZVPD) results for a cluster of 3 separate species, C5H14O3 in total in a non-equilibrium geometry.

Positions of all 22 atoms, in Å:
1 C -1.66380 -1.52274 2.28775
2 C -1.09223 -0.60003 1.50532
3 C -1.41710 -0.05354 0.13278
4 C -0.24221 -0.07643 -0.86969
5 C 1.05918 0.52516 -0.42676
6 O 0.93726 1.97836 -0.37605
7 H -1.22268 -1.62778 3.27117
8 H -2.37505 -2.26852 1.97364
9 H -0.36091 0.05493 1.95766
10 H -2.25984 -0.59603 -0.32741
11 H -1.65279 1.00172 0.30685
12 H -0.57883 0.41699 -1.80089
13 H -0.05008 -1.10922 -1.19187
14 H 1.34881 0.18956 0.55874
15 H 1.70082 0.34131 -1.28862
16 H 1.83641 2.26464 -0.26013
17 O 0.86624 2.51440 -3.29197
18 H 1.24820 3.35776 -3.48669
19 H 0.47445 2.52754 -2.40311
20 O 1.25022 -2.31135 0.90202
21 H 1.81696 -2.77408 1.51826
22 H 0.37698 -2.23263 1.30901

Its spin multiplicity is 1. As for the HOMO energy: -9.938 eV. As for the max |F|: 1.7 eV Å⁻¹. As for the energy above the lowest of the compared OMol25 structures with the same formula, charge and spin: 16.23 kcal per mole. As for the SMILES: C=CCCCO.O.O. As for the HOMO-LUMO gap: 0.3924 Eh.


DFT (ωB97M-V/def2-TZVPD) results for a structure of composition C3H10ClMgN2O4 in a non-equilibrium geometry.

Positions of all 21 atoms, in Å:
1 Mg -0.05600 -0.97837 -0.57903
2 O 1.70553 -3.83618 -1.49577
3 Cl 1.03171 -2.71332 -2.02765
4 O 1.02065 -2.64534 -3.43897
5 O -0.38939 -2.64366 -1.48424
6 O 1.60651 -1.42828 -1.44267
7 N -0.04250 -0.77390 1.49377
8 C 0.37774 0.63061 1.84368
9 C -0.53075 1.68558 1.21987
10 C -0.37194 1.92859 -0.27781
11 N -0.96291 0.81925 -1.10921
12 H -0.94206 -0.95644 1.93393
13 H 0.59572 -1.42902 1.93992
14 H 1.40371 0.75545 1.49198
15 H 0.39775 0.74537 2.92518
16 H -0.31482 2.62983 1.72114
17 H -1.57879 1.46914 1.45777
18 H 0.68490 1.99932 -0.54226
19 H -0.83166 2.87469 -0.55490
20 H -0.83067 1.03935 -2.09389
21 H -1.97274 0.82733 -0.98084

Its spin multiplicity is 1. Its net charge is +1. As for the HOMO energy: -15.080 eV. As for the max |F|: 1.1 eV Å⁻¹. As for the energy above the lowest of the compared OMol25 structures with the same formula, charge and spin: 0.00 kcal per mole. As for the HOMO-LUMO gap: 0.4290 Eh.


DFT (ωB97M-V/def2-TZVPD) results for a cluster of 11 separate species, H21O11 in total in a non-equilibrium geometry.

Positions of all 32 atoms, in Å:
1 O -2.32928 -0.28513 -4.21879
2 H -2.93365 0.23538 -3.66525
3 H -1.46681 0.06510 -3.89915
4 O -3.11003 1.86306 -0.78223
5 H -2.70524 1.43885 -1.55989
6 H -2.94211 1.46662 0.02056
7 O 2.39131 -0.88863 1.18687
8 H 0.73123 -3.14052 3.05739
9 H 1.99873 0.30159 3.18755
10 O -1.22588 -1.97715 -1.39737
11 H -1.71146 -2.36744 -2.08080
12 H 1.29738 1.20180 -1.11515
13 O 3.24629 -1.74768 -2.72245
14 H -1.45080 0.26136 2.87241
15 H -0.90481 -1.20387 -1.78797
16 O 1.85657 1.03646 2.61792
17 H 0.92930 0.94560 2.65083
18 H -0.96628 0.74021 -1.89508
19 O -0.57304 0.27727 -2.50961
20 H 2.12795 -1.13986 0.23854
21 O 0.21129 -2.49780 2.56775
22 H 2.84192 0.01062 0.90309
23 H 0.81077 -2.03683 1.94347
24 O -1.61198 2.77834 2.59068
25 H -0.93863 2.34619 3.02670
26 H -1.40344 3.72868 2.86132
27 O -0.62316 0.39714 3.48663
28 H 3.67857 -1.16512 -2.16883
29 H -0.33577 -0.40996 3.72825
30 O 1.78925 0.71827 -1.89920
31 H 2.35729 -1.37438 -2.64845
32 H 0.96453 0.42181 -2.58975

Its spin multiplicity is 1. Its net charge is -1. As for the HOMO energy: -5.335 eV. As for the max |F|: 7.4 eV Å⁻¹. As for the energy above the lowest of the compared OMol25 structures with the same formula, charge and spin: 86.73 kcal per mole. As for the HOMO-LUMO gap: 0.2904 Eh.


DFT (ωB97M-V/def2-TZVPD) results for a structure of composition C5H11O4Tb in a non-equilibrium geometry.

Positions of all 21 atoms, in Å:
1 C -2.22678 -0.81858 2.06279
2 O -1.75548 -1.95814 1.41398
3 H -3.16667 -1.09609 2.56721
4 H -1.48646 -0.37689 2.75044
5 H -2.38968 0.00402 1.34190
6 O 1.39662 3.00766 -0.86872
7 C 1.45734 2.53688 -2.10431
8 C 0.35540 0.98897 -2.17999
9 O 0.63914 0.27328 -1.09105
10 C -0.37316 -1.65297 0.37523
11 C 0.83474 -1.55299 1.30538
12 O 1.09371 -0.26168 1.74002
13 Tb 1.15519 1.56886 0.73766
14 H 2.42849 2.08562 -2.38390
15 H 1.05247 3.19130 -2.89604
16 H 0.59386 0.49608 -3.13623
17 H -0.65015 1.44506 -2.16362
18 H -0.33607 -2.60782 -0.17215
19 H -1.01055 -1.00385 -0.24832
20 H 1.69243 -2.02921 0.78478
21 H 0.69560 -2.23952 2.16494

Its spin multiplicity is 8. Its net charge is +1. As for the HOMO energy (spin up / spin down): -12.095 / -12.110 eV. As for the max |F|: 5.6 eV Å⁻¹. Its expectation value of S² is 16.7583. As for the energy above the lowest of the compared OMol25 structures with the same formula, charge and spin: 45.00 kcal per mole. As for the HOMO-LUMO gap (spin up / spin down): 0.1915 / 0.2479 Eh.


DFT (ωB97M-V/def2-TZVPD) results for a cluster of 5 separate species, C11H22N2O19S4 in total.

Positions of all 58 atoms, in Å:
1 H -3.70600 4.07029 1.17768
2 N -3.51392 4.52985 0.28219
3 C -2.41187 4.08875 -0.16326
4 C -1.55532 3.07766 0.56610
5 O -0.16883 3.17079 0.16852
6 C 0.30372 1.98744 -0.27543
7 O -0.21061 1.33699 -1.13512
8 O 1.36106 1.51277 0.39722
9 N 2.21177 2.53587 0.95415
10 H -2.02277 4.41552 -1.13416
11 H -1.92056 2.06376 0.36610
12 H -1.60706 3.27565 1.64489
13 H 3.08243 2.01581 1.07434
14 H 1.84622 2.70023 1.89217
15 O 4.50113 -2.48526 -3.40097
16 S 3.88720 -1.33975 -3.98750
17 O 4.54911 -0.64629 -5.03247
18 O 3.49342 -0.34787 -2.81345
19 C 2.07944 -0.04131 -2.85936
20 C 1.46399 -1.28897 -3.45149
21 O 2.41679 -1.69637 -4.46131
22 H 1.93276 0.83075 -3.49714
23 H 1.71584 0.16321 -1.85918
24 H 0.49999 -1.11336 -3.91509
25 H 1.37106 -2.08314 -2.71196
26 O -4.51776 2.53111 2.44740
27 S -5.15875 1.47323 3.14824
28 O -6.56916 1.35655 3.14314
29 O -4.59543 1.45650 4.63690
30 C -4.03214 0.17133 4.95353
31 C -3.52002 -0.33825 3.61990
32 O -4.53505 0.07866 2.69078
33 H -4.81790 -0.46679 5.35933
34 H -3.24509 0.30563 5.68965
35 H -3.42848 -1.41928 3.57781
36 H -2.57190 0.12482 3.34214
37 O -1.43483 -2.41741 0.40610
38 S -1.96703 -1.93146 -0.81624
39 O -1.13402 -1.73969 -1.94793
40 O -2.78933 -0.60162 -0.50545
41 C -4.14328 -0.71784 -0.97195
42 C -4.43736 -2.20123 -0.85746
43 O -3.20864 -2.82300 -1.26952
44 H -4.19030 -0.37126 -2.00507
45 H -4.78491 -0.10463 -0.34533
46 H -5.23503 -2.53195 -1.51574
47 H -4.65607 -2.49456 0.17051
48 O 4.49817 0.10813 1.01287
49 S 5.70960 -0.63686 1.03337
50 O 6.65229 -0.43011 2.07260
51 O 6.40511 -0.49360 -0.38582
52 C 6.64488 -1.79006 -0.96850
53 C 5.51551 -2.63829 -0.42318
54 O 5.38628 -2.19045 0.94280
55 H 7.62109 -2.14723 -0.63758
56 H 6.61913 -1.70002 -2.04953
57 H 5.73923 -3.70064 -0.42185
58 H 4.58221 -2.45273 -0.95138

Its spin multiplicity is 1. As for the HOMO energy: -10.174 eV. As for the max |F|: 0.7 eV Å⁻¹. As for the SMILES: [H]/N=C\COC(=O)ON.O=S1(=O)OCCO1.O=S1(=O)OCCO1.O=S1(=O)OCCO1.O=S1(=O)OCCO1. As for the HOMO-LUMO gap: 0.3773 Eh.